(1)
54
Properties=species:S:1:pos:R:3:forces:R:3:mulliken_spin:R:1 method="wB97M-V/def2-TZVPD" mol_weight_g_mol=452.59 total_charge=+3 e_homo_ev="-18.75 / -18.66" total_energy_ev=-40988.9574 s2=0.759 multiplicity=2 lumo_ev="-10.602 / -11.370"
Ru -0.444469 -0.170523 0.221253 -2.3963 1.1880 2.2012 0.866
C 0.061649 -0.663537 -3.963471 0.0638 -0.1626 -0.0878 -0.002
C 0.170502 -0.608152 -2.487191 -1.2316 0.6398 0.0406 0.043
N -0.804168 -0.187670 -1.716094 0.4989 -1.2607 -1.1310 -0.034
C -2.183856 -0.048805 -2.147853 -0.5428 0.3690 -0.1992 0.016
C -2.950272 0.866576 -1.176045 0.1650 -0.1141 -0.3613 0.000
N -2.392574 0.822256 0.210486 1.2069 0.5923 0.0974 0.003
C -3.318057 0.339722 1.247254 -0.2240 -0.5424 0.1073 0.013
C -3.332674 -1.177217 1.221281 -0.3065 0.2799 0.2080 -0.004
N -1.977595 -1.676093 1.494715 1.2618 0.5527 -1.4616 -0.027
C -1.551794 -1.651392 2.910763 0.3359 0.0905 0.2223 0.013
C -0.352610 -0.710167 3.147933 -0.4376 -0.0487 0.5112 0.016
N 0.457130 -0.726490 1.954896 0.9857 -0.3272 -0.3291 0.000
C 1.635848 -1.269349 1.867497 -0.6743 0.3961 0.6614 0.025
C 2.413699 -1.737141 3.043705 0.0720 -0.1079 0.0773 0.001
C 2.114790 -1.387154 0.484262 -0.0192 -0.1032 -0.9235 0.012
C 3.389694 -1.698746 0.030257 0.0707 -0.0419 -0.0197 0.010
C 3.628353 -1.700712 -1.339870 0.0428 -0.1073 0.2575 -0.003
C 2.618762 -1.372450 -2.235274 -0.3695 0.0758 -0.2544 0.025
C 1.354721 -1.053685 -1.748799 0.9328 -0.5256 0.8098 0.011
N 1.139097 -1.132142 -0.411951 1.1906 0.6601 -0.2113 0.005
H -0.551509 -1.522940 -4.257226 0.0217 -0.0141 0.0146 0.006
H 1.032784 -0.778857 -4.436204 -0.0134 0.0191 -0.0353 0.000
H -0.425999 0.227946 -4.357969 0.0381 0.0059 0.0046 0.001
H -2.632827 -1.048442 -2.155216 0.1560 0.0025 0.0047 -0.005
H -2.263563 0.342234 -3.164356 -0.0090 -0.0187 0.0462 0.001
H -3.994776 0.557015 -1.164876 -0.0171 0.0894 0.0704 0.000
H -2.921840 1.892188 -1.541635 0.0259 0.0204 0.1359 0.000
H -2.082278 1.759326 0.464355 -0.3214 0.1350 -0.1279 -0.002
H -4.325053 0.733236 1.095318 0.0416 0.0644 0.0040 0.004
H -2.962728 0.689466 2.217999 -0.0176 0.0887 -0.0325 -0.001
H -3.655743 -1.546610 0.247323 0.0165 -0.0414 0.0174 -0.001
H -4.041824 -1.535713 1.972379 0.0242 -0.1337 -0.0751 -0.002
H -1.843135 -2.597583 1.097301 -0.2209 -0.1246 0.1803 0.000
H -1.271246 -2.657638 3.220301 -0.1080 -0.0383 -0.0821 0.000
H -2.371286 -1.318976 3.548240 -0.0725 -0.1434 -0.0468 0.001
H 0.191782 -1.040941 4.032536 0.0016 0.1000 -0.0167 0.015
H -0.702545 0.308812 3.328974 0.1276 0.0130 -0.0710 -0.013
H 2.450441 -0.957933 3.806076 0.0449 -0.0030 -0.0100 0.000
H 3.429694 -2.017163 2.782944 0.0027 0.0028 -0.0192 0.000
H 1.939756 -2.612415 3.496931 0.0034 -0.0188 -0.0436 0.002
H 4.191901 -1.919906 0.720592 -0.0184 -0.0352 0.0082 0.000
H 4.613198 -1.956686 -1.707083 0.0093 0.0332 -0.0328 0.000
H 2.828888 -1.354884 -3.296058 -0.0295 0.0096 -0.0031 0.000
C 0.722670 3.994532 -1.640653 0.1323 -0.1334 0.1112 0.000
S 1.426585 2.538603 -0.843990 0.4442 0.5605 -0.3018 0.003
C 2.663022 3.360258 0.169355 -0.1337 -0.0911 -0.0826 0.000
O 0.354401 2.031139 0.130024 -0.7197 -1.6407 0.2396 0.002
H 0.611601 4.813035 -0.932222 0.0140 -0.0526 0.0796 0.000
H -0.243304 3.738637 -2.070023 0.0335 -0.1510 -0.0219 0.000
H 1.412112 4.270970 -2.439001 0.0056 0.0463 -0.0002 0.000
H 3.390801 3.791641 -0.518463 0.0249 0.0366 0.0082 0.000
H 3.152427 2.626940 0.806180 -0.0187 -0.1013 -0.0834 0.000
H 2.201418 4.133581 0.780393 -0.0934 0.0112 -0.0540 0.000

---

(2)
53
Properties=species:S:1:pos:R:3:forces:R:3:mulliken_spin:R:1 method="wB97M-V/def2-TZVPD" mol_weight_g_mol=486.39 total_charge=0 e_homo_ev="-5.48 / -5.47" total_energy_ev=-56569.7445 s2=2.002 multiplicity=3 lumo_ev="0.075 / 0.075"
Tm 0.287521 0.339259 -0.923724 -0.9478 -0.1173 0.8201 2.023
C -2.069980 1.069259 1.990580 0.0176 -0.0187 0.0145 0.001
C -1.207312 -0.190233 1.970161 -0.0607 -0.1116 0.0176 -0.001
N 0.197582 0.013047 1.595636 0.0887 0.0554 -0.2035 -0.004
C 1.070617 -1.095092 2.009237 0.0284 -0.0508 0.0399 0.000
C 0.799341 -2.370377 1.214477 -0.1233 -0.0310 0.0049 0.000
N 0.897559 -2.095917 -0.220351 0.3248 0.3977 0.0067 0.000
C 0.516726 -3.164153 -1.156556 -0.0478 -0.0425 -0.0348 -0.001
C -0.943092 -3.636077 -1.123955 -0.0116 0.0072 0.0083 0.001
C -2.053377 -2.677107 -0.701356 -0.0941 -0.0905 0.0667 -0.001
N -1.999332 -1.317002 -1.235404 0.2534 0.1652 -0.0786 0.000
C -3.214137 -0.575222 -0.881858 -0.1107 -0.0283 0.0144 0.000
C -3.065699 0.915149 -1.147366 -0.0677 -0.0349 -0.0260 0.000
N -1.861258 1.451472 -0.526774 0.2894 0.0987 -0.1258 -0.004
C -1.938759 2.040402 0.817122 -0.0117 0.0682 0.0124 -0.003
H -1.849140 1.643172 2.895164 0.0049 0.0075 -0.0078 0.000
H -3.106201 0.736581 2.102795 0.0056 -0.0292 -0.0145 0.000
H -1.624579 -0.897791 1.254745 -0.0147 0.0092 0.0185 0.000
H -1.274704 -0.672400 2.956029 0.0105 0.0407 -0.0089 0.000
H 0.555435 0.885060 1.976746 0.0071 0.0065 -0.0396 0.000
H 0.960022 -1.310534 3.079810 -0.0031 -0.0234 -0.0266 0.000
H 2.103618 -0.778691 1.846526 -0.0104 0.0200 0.0127 0.000
H -0.205208 -2.736740 1.430612 -0.0062 -0.0088 -0.0219 0.000
H 1.494963 -3.153653 1.539909 0.0025 0.0239 0.0071 0.000
H 1.876414 -1.903755 -0.432921 0.0356 -0.0382 0.0537 0.000
H 1.150548 -4.047560 -1.009021 -0.0026 0.0115 0.0034 0.000
H 0.746950 -2.766770 -2.143769 -0.0096 -0.0126 0.0179 0.000
H -1.037546 -4.500776 -0.461888 -0.0039 0.0119 0.0083 0.000
H -1.161054 -4.016678 -2.124807 0.0061 0.0097 -0.0072 0.000
H -2.063806 -2.593113 0.387888 0.0080 0.0203 0.0033 0.000
H -3.008948 -3.158437 -0.958292 0.0289 0.0156 -0.0042 0.000
H -1.904131 -1.342705 -2.248946 0.0178 -0.0087 0.0010 0.000
H -3.405394 -0.743094 0.180985 0.0117 0.0022 0.0065 0.000
H -4.095091 -0.957203 -1.414846 0.0161 0.0059 0.0089 0.000
H -3.970269 1.436677 -0.811124 0.0118 -0.0122 0.0052 0.000
H -2.982853 1.076875 -2.225069 0.0125 -0.0026 0.0101 0.000
H -1.449061 2.196878 -1.096903 -0.0212 -0.0212 0.0265 0.000
H -2.766785 2.758900 0.870902 -0.0032 -0.0353 0.0251 0.000
H -1.006418 2.605348 0.897031 -0.0101 -0.0119 0.0258 0.001
N 1.172048 -0.535710 -2.934799 0.0838 -0.0918 -0.3194 -0.001
C 0.215366 -0.028566 -3.374040 -0.0591 -0.2109 -0.5549 -0.001
N 0.768697 2.296750 -0.712610 -0.1619 -0.0826 0.0537 -0.002
C 2.046202 2.583224 -0.448955 0.2646 0.0945 0.1089 -0.002
C 2.972648 1.572852 -0.028249 0.1098 -0.0424 0.0328 -0.003
C 4.307003 1.824945 0.241678 0.0923 0.0695 0.0117 0.002
C 4.815594 3.112576 0.135888 0.0737 -0.1167 0.0395 -0.002
C 3.945736 4.130283 -0.260657 -0.0605 0.0425 -0.0198 0.001
C 2.619256 3.887512 -0.542788 0.0416 -0.0051 -0.0049 -0.002
H 2.645978 0.524127 0.072907 -0.0264 0.1105 0.0109 0.000
H 4.952852 1.004532 0.538571 0.0313 0.0245 0.0015 0.000
H 5.854824 3.322739 0.350195 -0.0003 -0.0220 0.0047 0.000
H 4.323524 5.143368 -0.352113 0.0067 -0.0004 0.0018 0.000
H 1.967099 4.694356 -0.856465 -0.0166 -0.0173 -0.0064 0.000

---

(3)
48
Properties=species:S:1:pos:R:3:forces:R:3:mulliken_spin:R:1 method="wB97M-V/def2-TZVPD" mol_weight_g_mol=347.42 total_charge=+1 e_homo_ev="-12.96 / -13.54" total_energy_ev=-22337.8633 s2=3.780 multiplicity=4 lumo_ev="-4.325 / -6.027"
Tc 0.004883 0.655934 1.828448 -0.0011 0.0400 -0.3442 3.063
C 1.370662 0.125829 0.100776 0.2953 0.0449 0.3360 -0.012
C 0.324874 -0.846293 0.132034 -0.3011 -0.0568 0.0657 -0.161
C -0.901820 -0.119571 -0.180823 -0.0837 0.0128 -0.1099 -0.079
C -0.528536 1.241549 -0.379939 -0.0098 -0.0664 0.0937 0.103
C 0.866804 1.412918 -0.202495 -0.0958 0.1340 -0.0119 -0.180
C 1.646370 2.703377 -0.340091 -0.0348 -0.0705 -0.0435 -0.025
C 0.858006 3.862324 0.276183 0.0234 0.0283 0.0051 0.027
C 3.006014 2.583059 0.346843 0.0197 0.0449 0.0003 0.006
C 1.843496 2.952172 -1.846409 -0.0071 -0.0027 0.0581 0.003
C -2.371972 -0.547794 -0.271225 -0.0158 0.1068 -0.0500 -0.014
C -2.936482 -0.861570 1.123657 0.0110 -0.0552 -0.0199 0.055
C -2.553922 -1.726384 -1.235712 0.0070 -0.0200 0.0515 0.001
C -3.209580 0.611416 -0.835327 -0.0542 -0.0303 0.0015 -0.013
C 0.657023 -2.327619 0.327470 0.1178 0.0211 0.0215 -0.057
C -0.332125 -3.098532 1.204047 -0.0299 -0.0108 -0.0462 0.030
C 0.765716 -2.958092 -1.073682 -0.0334 -0.0182 0.0513 0.002
C 2.031974 -2.463541 1.002680 -0.0036 -0.0835 0.0008 -0.020
H 2.403130 -0.091626 0.314699 0.0376 0.0202 -0.0214 0.003
H -1.218084 2.038011 -0.602520 -0.0026 0.0100 0.0082 0.022
H 0.689356 3.711375 1.347498 -0.0007 -0.0061 -0.0021 -0.005
H -0.105955 4.010462 -0.211349 -0.0143 -0.0047 -0.0009 -0.003
H 1.423324 4.787981 0.166048 -0.0067 -0.0080 0.0025 0.001
H 2.903150 2.366356 1.413334 0.0016 -0.0090 0.0101 0.000
H 3.543908 3.526630 0.254690 -0.0041 -0.0119 0.0027 0.001
H 3.625860 1.810757 -0.109577 0.0097 -0.0153 -0.0049 0.000
H 0.886260 3.055075 -2.359014 -0.0095 -0.0021 -0.0078 -0.001
H 2.399018 2.136848 -2.311091 0.0035 -0.0117 -0.0090 0.001
H 2.407528 3.873953 -1.994069 -0.0065 -0.0120 0.0159 0.002
H -2.393393 -1.645434 1.645356 -0.0088 0.0076 -0.0037 -0.008
H -3.975990 -1.180586 1.030543 0.0113 -0.0033 0.0093 0.009
H -2.941502 0.036246 1.751116 0.0170 0.0276 0.0155 -0.001
H -2.115932 -2.649589 -0.870727 -0.0009 -0.0020 -0.0243 0.003
H -2.124154 -1.500525 -2.212839 0.0086 0.0047 -0.0030 0.000
H -3.620382 -1.904129 -1.376252 0.0025 -0.0038 0.0081 0.001
H -3.223040 1.478698 -0.173201 0.0107 0.0062 0.0058 0.008
H -4.241482 0.275147 -0.935114 0.0157 0.0066 -0.0006 0.001
H -2.866102 0.920936 -1.823467 0.0050 -0.0001 -0.0055 0.001
H -1.326077 -3.175403 0.774704 0.0173 0.0070 0.0246 0.004
H -0.410622 -2.656331 2.200277 0.0023 0.0173 0.0126 -0.004
H 0.040210 -4.114846 1.331652 -0.0047 -0.0047 -0.0030 0.000
H -0.170733 -2.915704 -1.624119 -0.0038 -0.0012 -0.0070 0.000
H 1.052338 -4.005619 -0.971167 -0.0026 0.0072 -0.0006 0.000
H 1.533646 -2.457621 -1.665332 0.0037 0.0170 -0.0028 0.000
H 2.069648 -1.948482 1.964781 0.0033 0.0260 0.0358 0.002
H 2.848510 -2.108673 0.374713 -0.0009 0.0183 -0.0124 -0.001
H 2.220504 -3.519753 1.192597 0.0026 0.0134 0.0007 0.001
O 0.145678 0.646660 3.501382 0.1096 -0.1115 -0.1026 0.235

---

(4)
71
Properties=species:S:1:pos:R:3:forces:R:3:mulliken_spin:R:1 method="wB97M-V/def2-TZVPD" mol_weight_g_mol=914.58 total_charge=-2 e_homo_ev="0.36 / -1.07" total_energy_ev=-125253.3525 s2=6.078 multiplicity=5 lumo_ev="4.177 / 4.165"
Ru 0.651823 -0.623008 0.322275 -0.1791 0.0036 -0.1596 2.209
S -0.957836 -2.141195 -4.872797 -0.0301 -0.0284 0.0976 0.156
Sb -1.177372 -2.899454 -2.660322 0.0692 -0.0051 -0.1958 0.747
S -1.095403 -0.851999 -1.362840 0.0091 0.1816 0.0326 0.129
S 1.759444 -2.395129 0.029674 0.0466 -0.1004 0.0019 0.985
F -1.246029 3.375750 3.078782 0.0700 0.1597 -0.0421 0.000
C -1.911349 2.217234 3.168433 0.0221 -0.0440 0.0009 0.002
F -1.179390 1.396848 3.929285 0.0161 -0.0368 0.0190 0.000
F -3.063354 2.459022 3.805105 -0.0199 -0.0229 0.0107 0.000
S -2.195038 1.512430 1.484799 -0.0376 0.1028 -0.0290 0.009
O -0.855118 1.211344 1.050039 0.0868 0.0263 0.0207 -0.028
O -2.892388 2.571311 0.818241 -0.0047 0.0077 0.0346 -0.002
N -3.137910 0.311309 1.733363 -0.3425 0.1047 0.1727 -0.005
S -2.745425 -1.192282 1.995091 0.5496 -0.1044 -0.7668 0.018
O -3.525133 -2.068597 1.188678 -0.2281 -0.1318 0.2158 -0.010
O -1.332309 -1.415603 2.136747 -0.1086 -0.0713 0.3740 0.007
C -3.439291 -1.431124 3.683487 0.0164 0.0313 -0.0061 0.002
F -4.748413 -1.170081 3.717197 -0.1275 -0.0042 -0.0057 0.000
F -2.845488 -0.647559 4.586691 0.0602 0.0821 0.1218 0.000
F -3.260733 -2.699843 4.064081 0.0047 -0.1139 0.0266 0.000
O 1.450639 1.398120 -0.936834 0.0705 0.0295 0.1282 0.011
P 1.489745 1.983721 -2.302716 -0.0887 0.0305 -0.0862 0.015
N 2.761332 3.079964 -2.535378 0.0401 -0.0015 0.0465 0.006
C 2.831147 4.190251 -1.580632 -0.0409 0.0252 -0.0223 0.000
C 3.734176 3.710262 -0.425645 -0.0043 0.0032 0.0554 -0.001
C 4.498910 2.503825 -1.007683 0.0205 -0.0338 0.0268 -0.002
C 4.098865 2.488478 -2.490788 0.0443 -0.0239 -0.0449 0.000
N 0.212116 2.986650 -2.599375 -0.0567 -0.1523 -0.0566 0.001
C -1.148803 2.574690 -2.183629 0.0368 0.0124 0.1328 -0.001
C -2.058666 3.714019 -2.681270 -0.0404 -0.0269 0.0418 0.001
C -1.111780 4.753194 -3.291449 0.0351 0.0191 -0.0160 0.000
C 0.090552 3.914897 -3.712256 0.0448 0.1087 -0.0015 0.000
N 1.719120 0.850196 -3.445196 -0.0155 0.0920 -0.0292 0.007
C 1.460598 1.037380 -4.867222 -0.0868 -0.0037 -0.0549 0.005
C 2.474424 0.101030 -5.515408 0.0090 0.0225 -0.0354 -0.001
C 2.523589 -1.094563 -4.556036 0.0820 -0.0483 0.0592 -0.001
C 2.070587 -0.556250 -3.185198 -0.0802 -0.0547 -0.0124 -0.036
H 1.830724 4.470863 -1.254697 0.0006 0.0088 0.0002 0.000
H 3.285123 5.052738 -2.083966 -0.0160 -0.0030 0.0012 0.000
H 3.125650 3.401944 0.424155 0.0357 0.0238 -0.0414 0.003
H 4.404316 4.505999 -0.092951 -0.0014 0.0022 0.0033 0.000
H 4.155839 1.583020 -0.535359 0.0121 0.0011 0.0055 -0.003
H 5.579624 2.582221 -0.875257 0.0068 -0.0088 0.0059 0.000
H 4.090354 1.492778 -2.931957 0.0191 0.0153 0.0046 0.000
H 4.778335 3.118695 -3.078204 -0.0035 -0.0051 -0.0044 0.000
H -1.171087 2.452962 -1.103078 -0.0066 0.0161 -0.0799 0.006
H -1.422638 1.615086 -2.618892 -0.0262 -0.0610 -0.0294 -0.007
H -2.659670 4.123801 -1.870147 -0.0090 -0.0142 -0.0002 0.000
H -2.743588 3.335580 -3.441197 -0.0079 -0.0049 -0.0021 0.000
H -0.796060 5.476635 -2.535567 0.0056 0.0025 0.0033 0.000
H -1.555010 5.299951 -4.125982 0.0003 0.0097 -0.0028 0.000
H 1.006919 4.492078 -3.837557 0.0072 -0.0130 -0.0103 0.000
H -0.124269 3.401902 -4.659420 -0.0291 -0.0038 0.0004 0.000
H 1.597599 2.082414 -5.154168 0.0446 -0.0126 -0.0073 0.001
H 0.441709 0.717240 -5.112820 0.0071 -0.0039 -0.0058 -0.006
H 3.448290 0.599621 -5.569405 -0.0065 0.0099 0.0060 0.000
H 2.179070 -0.185361 -6.526018 -0.0102 -0.0119 0.0045 -0.003
H 3.523473 -1.529846 -4.512049 0.0194 -0.0236 0.0200 0.003
H 1.816976 -1.862003 -4.869448 -0.0257 0.0039 -0.0364 0.003
H 2.834339 -0.616461 -2.409551 0.0391 -0.0056 0.0105 0.004
H 1.192212 -1.098318 -2.838214 0.0645 -0.0099 0.0463 0.052
C 3.233399 -0.280855 3.668536 0.0176 0.0341 0.0377 0.008
O 2.502848 -0.796015 2.566856 -0.1246 0.0153 -0.0564 -0.021
C 1.757599 -0.007551 1.777115 0.1949 0.0751 -0.0202 -0.222
C 1.838520 1.463969 2.095133 -0.0422 -0.0134 0.0287 -0.036
H 4.071474 0.339722 3.341434 -0.0108 0.0001 0.0035 -0.003
H 3.619865 -1.151894 4.194300 -0.0029 0.0156 -0.0025 0.002
H 2.597619 0.296018 4.343311 0.0135 -0.0097 -0.0160 -0.002
H 1.324713 1.693136 3.033693 0.0067 -0.0112 0.0471 -0.005
H 1.370166 2.029103 1.295997 -0.0044 -0.0146 0.0261 0.003
H 2.882076 1.785415 2.189975 -0.0105 -0.0382 0.0052 -0.002